Entry 1:
31
Properties=species:S:1:pos:R:3 method="wB97M-V/def2-TZVPD" e_homo_ev=-9.3258 charge=0 de_lowest_ev=0.889 total_energy_ha=-522.38220 smiles="CCC1(CC)CCCCNC1=O"
C -0.527 2.427 -1.102
C -0.269 0.925 -1.401
C -0.574 0.198 -0.136
C -2.101 0.331 0.233
C -2.537 -0.544 1.382
C 0.106 0.785 1.054
C 1.632 1.215 0.985
C 2.589 -0.022 0.801
C 2.250 -0.940 -0.452
C -0.304 -1.296 -0.419
H -0.351 2.991 -2.014
H -1.558 2.771 -0.562
H 0.302 2.770 -0.452
H 0.816 0.812 -1.725
H -0.944 0.561 -2.230
H -2.780 0.110 -0.648
H -2.335 1.352 0.425
H -3.660 -0.529 1.531
H -2.228 -1.655 1.260
H -2.085 -0.422 2.409
H 0.115 0.091 1.858
H -0.432 1.722 1.348
H 1.751 1.911 0.159
H 2.002 1.690 1.889
H 2.482 -0.755 1.623
H 3.621 0.302 0.814
H 2.187 -0.322 -1.402
H 3.012 -1.699 -0.598
H 1.091 -2.603 -0.633
N 1.009 -1.576 -0.310
O -1.206 -2.067 -0.819

=====

Entry 2:
18
Properties=species:S:1:pos:R:3 method="wB97M-V/def2-TZVPD" e_homo_ev=-8.8102 charge=0 de_lowest_ev=3.774 total_energy_ha=-745.05274 smiles="CO[C@@](C)(C=O)SC"
C 0.781 -0.101 2.305
C -0.211 0.359 -0.224
C -0.674 1.713 0.201
C 0.485 -0.695 -2.314
C -1.437 -0.660 -0.204
H 0.501 1.013 2.631
H 1.743 -0.284 2.906
H -0.166 -0.558 2.614
H -1.240 2.163 -0.788
H 0.439 2.069 0.302
H -1.214 1.764 1.157
H 1.515 -0.971 -2.344
H -0.109 -1.604 -1.947
H 0.069 -0.412 -3.429
H -1.998 -0.608 -1.084
O 0.078 0.480 -1.552
O -1.876 -1.344 0.745
S 1.324 0.041 0.491

=====

Entry 3:
36
Properties=species:S:1:pos:R:3 method="wB97M-V/def2-TZVPD" e_homo_ev=-8.5809 charge=0 de_lowest_ev=0.680 total_energy_ha=-874.73732 smiles="CC(C)[C@H](N)C(=O)N[C@@H](Cc1c[nH]cn1)C(=O)O"
C -1.738 0.212 0.075
C -1.384 -0.971 1.084
C -3.181 0.782 0.204
C -4.279 -0.182 -0.180
C -3.322 2.133 -0.569
C 1.056 -0.856 0.408
C 1.556 -1.923 -0.603
C 2.179 -0.358 1.373
C 3.294 0.306 0.705
C 4.180 -0.396 -0.103
C 4.636 1.794 0.026
H -1.465 0.453 -1.943
H -2.020 -1.008 -1.495
H -1.024 1.025 0.392
H -3.242 1.044 1.257
H -4.153 -0.487 -1.212
H -5.252 0.325 -0.026
H -4.306 -1.113 0.475
H -3.023 1.988 -1.615
H -2.802 2.966 -0.113
H -4.387 2.378 -0.615
H 0.109 -2.114 1.837
H 0.745 0.022 -0.158
H 1.724 0.343 2.089
H 2.466 -1.236 1.968
H 4.323 -1.457 -0.293
H 5.203 2.714 -0.050
H 5.863 0.495 -1.041
H 0.128 -1.270 -1.726
N -1.348 -0.254 -1.278
N -0.076 -1.400 1.117
N 3.536 1.638 0.721
N 5.065 0.592 -0.482
O -2.252 -1.455 1.784
O 2.458 -2.680 -0.392
O 0.734 -2.052 -1.622

=====

Entry 4:
14
Properties=species:S:1:pos:R:3 method="wB97M-V/def2-TZVPD" e_homo_ev=-15.0349 charge=+1 de_lowest_ev=0.564 total_energy_ha=-211.93769
C -1.131 -0.093 1.445
C -0.581 -1.115 0.467
N 0.859 -0.908 0.095
H -0.588 -0.055 2.404
H -2.171 -0.403 1.642
H -1.143 0.919 1.007
H -1.180 -1.125 -0.464
H -0.695 -2.104 0.952
H 1.507 -0.800 0.900
H 0.915 -0.050 -0.489
H 1.181 -1.714 -0.478
O 1.259 2.550 -2.189
H 0.276 2.592 -2.182
H 1.491 2.305 -3.113

=====

Entry 5:
85
Properties=species:S:1:pos:R:3 method="wB97M-V/def2-TZVPD" e_homo_ev=-17.2842 charge=+3 total_energy_ha=-2613.35064
Sn -0.739 0.118 -1.141
P -0.282 -2.423 -1.551
P -0.288 2.693 -1.304
N 1.384 0.183 -2.305
C 1.365 -2.335 -2.401
H 1.947 -3.183 -1.995
H 1.229 -2.484 -3.481
C 2.143 -1.026 -2.219
H 2.741 -1.091 -1.292
H 2.872 -0.980 -3.021
C 2.131 1.380 -2.095
H 2.865 1.428 -2.900
H 2.748 1.334 -1.162
C 1.384 2.717 -2.122
H 1.265 3.004 -3.164
H 1.965 3.495 -1.597
C -0.144 3.560 0.308
C -1.339 3.288 1.231
H -1.093 3.602 2.264
H -1.605 2.220 1.288
H -2.231 3.849 0.905
C -1.466 3.508 -2.425
C -2.876 3.599 -1.819
H -3.596 3.884 -2.609
H -2.933 4.383 -1.039
H -3.234 2.653 -1.384
C -1.466 -3.123 -2.741
C -2.870 -3.309 -2.145
H -3.584 -3.543 -2.951
H -3.253 -2.413 -1.632
H -2.898 -4.148 -1.433
C -0.081 -3.454 -0.043
C -1.303 -3.432 0.878
H -1.005 -3.691 1.915
H -2.072 -4.170 0.560
H -1.802 -2.437 0.933
C -3.090 0.234 -0.562
C -0.984 4.864 -2.943
H -0.902 5.611 -2.141
H -0.011 4.794 -3.454
H -1.711 5.249 -3.676
C -0.974 -4.405 -3.421
H -1.708 -4.703 -4.186
H -0.010 -4.271 -3.926
H -0.884 -5.238 -2.711
C 0.337 -4.885 -0.352
H 0.721 -5.362 0.571
H -0.517 -5.513 -0.698
H 1.145 -4.952 -1.104
C 0.135 5.058 0.178
H -0.767 5.630 -0.100
H 0.469 5.456 1.155
H 0.935 5.273 -0.545
H 0.759 3.075 0.712
H 0.747 -2.946 0.457
H -1.481 2.790 -3.262
H -1.493 -2.308 -3.491
O -4.036 0.049 0.020
H 0.620 0.168 -2.929
H -1.065 0.160 -2.709
N -0.034 -0.108 0.838
S 1.387 0.246 1.705
C 0.820 1.156 3.105
C 1.565 2.294 3.497
C 1.090 3.135 4.515
C -0.112 2.867 5.147
C -0.845 1.746 4.781
C -0.381 0.882 3.766
C 1.909 -1.313 2.348
C 1.350 -1.874 3.524
C 1.733 -3.159 3.914
C 2.653 -3.891 3.191
C 3.244 -3.338 2.051
C 2.884 -2.043 1.641
H -0.714 -0.448 1.523
H 2.510 2.485 2.985
H 1.723 3.982 4.785
H -0.464 3.516 5.947
H -1.779 1.490 5.276
H -0.972 -0.007 3.522
H 0.683 -1.260 4.117
H 1.295 -3.562 4.835
H 2.944 -4.887 3.512
H 4.001 -3.846 1.473
H 3.393 -1.549 0.806